i | Molecular formula: C19H24N4O2
Method: DFT, the ωB97M-V functional and the def2-TZVPD basis

Summary:
lowest unoccupied orbital energy = 0.21 eV
orbital gap = 8.45 eV
charge = 0

Geometry (Å):
C1 5.323 2.970 1.071
C2 4.801 2.311 -0.203
C3 5.719 1.791 -1.194
C4 5.442 1.249 -2.284
C5 4.077 1.247 -2.553
C6 3.304 1.588 -1.707
N1 2.024 1.553 -1.661
C7 1.418 2.319 -0.733
N2 2.451 2.688 0.020
C8 3.555 2.220 -0.541
C9 0.081 2.306 -0.532
N3 -0.487 1.192 0.000
C10 -0.992 0.344 -0.655
O1 -0.786 0.377 -2.047
C11 -1.635 -0.976 -0.336
C12 -2.859 -0.799 0.266
N4 -3.675 -1.959 0.765
C13 -3.698 -3.000 -0.239
O2 -4.461 -4.060 -0.180
C14 -3.016 -2.741 -1.640
C15 -1.685 -2.027 -1.474
H1 -0.830 -3.062 -1.289
H2 -1.308 -1.742 -2.462
H3 -3.567 -2.016 -2.136
H4 -3.223 -3.414 -2.482
C16 -4.342 -2.072 1.878
C17 -4.062 -3.176 2.916
C18 -3.427 -2.002 2.946
H5 -3.611 -1.430 4.011
H6 -2.308 -1.937 3.012
H7 -3.480 -4.041 2.219
H8 -4.917 -3.461 3.318
H9 -5.251 -1.588 1.918
H10 -2.928 -0.017 1.188
H11 -3.507 -0.184 -0.525
H12 -1.011 -1.640 0.345
C19 -0.494 1.017 1.507
H13 -0.333 -0.365 1.903
H14 -1.109 1.455 2.067
H15 0.760 1.181 1.755
H16 -0.523 2.511 -1.102
H17 0.133 2.972 0.418
H18 1.331 1.224 -2.459
H19 3.953 0.637 -3.461
H20 6.333 0.960 -3.069
H21 6.777 1.946 -0.814
H22 4.384 3.416 1.655
H23 5.724 2.319 1.878
H24 5.934 3.916 0.723

Mulliken atomic charge list, values in e, 5 entries:
1. C -1.279
2. C 0.586
3. C -0.496
4. C -0.532
5. C -0.343



ii | Molecular formula: C19H24N4O2
Method: DFT, the ωB97M-V functional and the def2-TZVPD basis

Summary:
lowest unoccupied orbital energy = 0.58 eV
orbital gap = 8.71 eV
structure (SMILES) = Cc1ccc(NC(=O)NC[C@H](c2cccnc2)N2CCOCC2)cc1
charge = 0

Geometry (Å):
C1 -7.048 -0.460 0.467
C2 -5.601 -0.072 0.512
C3 -4.828 -0.299 1.642
C4 -3.498 0.072 1.678
C5 -2.905 0.687 0.579
N1 -1.553 1.033 0.675
C6 -0.724 1.498 -0.315
O1 -1.079 1.807 -1.432
N2 0.581 1.632 0.100
C7 1.637 1.635 -0.884
C8 2.310 0.239 -1.072
C9 1.255 -0.841 -0.945
C10 0.169 -0.849 -1.819
C11 -0.847 -1.768 -1.633
C12 -0.741 -2.662 -0.578
N3 0.312 -2.708 0.218
C13 1.284 -1.832 0.030
N4 3.460 -0.012 -0.218
C14 3.355 0.406 1.170
C15 4.528 -0.199 1.947
O2 5.760 0.229 1.423
C16 5.865 -0.130 0.066
C17 4.721 0.463 -0.760
C18 -3.671 0.921 -0.558
C19 -4.999 0.541 -0.581
H1 -7.269 -1.011 -0.446
H2 -7.313 -1.077 1.322
H3 -7.677 0.430 0.477
H4 -5.268 -0.775 2.506
H5 -2.910 -0.118 2.567
H6 -1.131 0.799 1.562
H7 0.828 1.280 1.012
H8 2.395 2.374 -0.612
H9 1.169 1.950 -1.818
H10 2.686 0.205 -2.102
H11 0.112 -0.134 -2.626
H12 -1.705 -1.783 -2.286
H13 -1.521 -3.381 -0.366
H14 2.135 -1.941 0.686
H15 2.422 0.040 1.600
H16 3.401 1.503 1.280
H17 4.507 0.124 2.990
H18 4.463 -1.297 1.902
H19 6.828 0.250 -0.279
H20 5.844 -1.226 -0.032
H21 4.818 0.127 -1.794
H22 4.795 1.564 -0.734
H23 -3.221 1.394 -1.414
H24 -5.584 0.727 -1.471

Mulliken atomic charge list, values in e, 5 entries:
1. C -1.385
2. C 0.817
3. C -0.907
4. C -0.698
5. C 0.755



iii | Molecular formula: C19H24N4O2
Method: DFT, the ωB97M-V functional and the def2-TZVPD basis

Summary:
lowest unoccupied orbital energy = 0.52 eV
orbital gap = 8.48 eV
structure (SMILES) = COCCN1CCN(Cc2cn[nH]c2-c2cc3ccccc3o2)CC1
charge = 0

Geometry (Å):
C1 2.484 5.458 -0.913
O1 3.202 4.515 -0.159
C2 2.595 4.151 1.062
C3 1.427 3.161 0.948
N1 1.894 1.793 0.845
C4 0.836 0.828 1.079
C5 1.426 -0.590 1.097
N2 2.161 -0.927 -0.105
C6 1.323 -1.316 -1.230
C7 0.839 -2.714 -1.020
C8 1.640 -3.863 -1.121
N3 0.958 -4.959 -0.851
N4 -0.270 -4.555 -0.571
C9 -0.412 -3.204 -0.651
C10 -1.688 -2.605 -0.378
C11 -2.132 -1.314 -0.392
C12 -3.507 -1.352 -0.026
C13 -4.510 -0.400 0.142
C14 -5.764 -0.835 0.514
C15 -6.034 -2.189 0.720
C16 -5.058 -3.153 0.560
C17 -3.799 -2.715 0.187
O2 -2.695 -3.468 -0.027
C18 3.138 0.106 -0.381
C19 2.538 1.513 -0.427
H1 3.109 5.704 -1.769
H2 2.293 6.367 -0.328
H3 1.527 5.064 -1.271
H4 2.248 5.057 1.581
H5 3.386 3.683 1.652
H6 0.778 3.442 0.098
H7 0.833 3.239 1.862
H8 0.375 1.035 2.048
H9 0.047 0.903 0.307
H10 0.629 -1.322 1.244
H11 2.125 -0.658 1.935
H12 1.950 -1.301 -2.127
H13 0.473 -0.641 -1.403
H14 2.678 -3.915 -1.379
H15 -0.993 -5.215 -0.331
H16 -1.564 -0.440 -0.630
H17 -4.304 0.648 -0.016
H18 -6.558 -0.116 0.651
H19 -7.030 -2.488 1.009
H20 -5.259 -4.200 0.717
H21 3.643 -0.120 -1.322
H22 3.875 0.073 0.427
H23 3.328 2.246 -0.589
H24 1.818 1.588 -1.265

Mulliken atomic charge list, values in e, 5 entries:
1. C -0.711
2. O -0.324
3. C -0.844
4. C -0.509
5. N 0.002



Relative energies with respect to the most stable structure, expressed in hartree: i 0.6295; ii 0.0000; iii 0.0666.



i | Molecular formula: C5H8ClNO
Method: DFT, the ωB97M-V functional and the def2-TZVPD basis

Summary:
lowest unoccupied orbital energy = 0.84 eV
orbital gap = 9.58 eV
structure (SMILES) = Cl[C@H]1[C@H]2NCCO[C@@H]12
charge = 0

Geometry (Å):
Cl1 2.064 -1.104 0.130
C1 0.684 -1.215 1.179
C2 -0.075 0.190 1.273
N1 0.401 1.266 0.471
C3 -0.343 1.366 -0.814
C4 -0.305 0.007 -1.527
O1 -0.911 -0.993 -0.758
C5 -0.640 -1.044 0.578
H1 0.781 -1.836 2.056
H2 -0.403 0.337 2.246
H3 1.348 1.032 0.095
H4 -1.385 1.790 -0.657
H5 0.349 2.080 -1.435
H6 -0.927 -0.075 -2.441
H7 0.778 -0.362 -1.657
H8 -1.417 -1.438 1.261

Mulliken atomic charge list, values in e, 5 entries:
1. Cl -0.249
2. C 0.009
3. C -0.570
4. N -0.502
5. C -0.384



ii | Molecular formula: C5H8ClNO
Method: DFT, the ωB97M-V functional and the def2-TZVPD basis

Summary:
lowest unoccupied orbital energy = 0.63 eV
orbital gap = 10.29 eV
structure (SMILES) = O[C@H]1[C@@H]2NC[C@H](Cl)[C@H]12
charge = 0

Geometry (Å):
O1 1.122 2.417 0.171
C1 0.941 1.058 -0.112
C2 0.463 0.258 0.978
N1 0.868 -1.249 0.779
C3 -0.405 -1.589 0.279
C4 -1.031 -0.475 -0.559
Cl1 -0.639 -0.820 -2.312
C5 -0.418 0.757 -0.161
H1 0.546 2.951 -0.567
H2 1.788 0.443 -0.785
H3 0.240 0.620 1.923
H4 1.615 -1.266 -0.076
H5 -0.707 -2.560 -0.439
H6 -0.939 -1.627 1.345
H7 -2.239 -0.324 -0.482
H8 -1.206 1.405 0.018

Mulliken atomic charge list, values in e, 5 entries:
1. O -0.556
2. C 0.123
3. C -0.413
4. N -0.509
5. C -0.695



Relative energies with respect to the most stable structure, expressed in hartree: i 0.0000; ii 0.0739.



i | Molecular formula: C17H48O7
Method: DFT, the ωB97M-V functional and the def2-TZVPD basis

Summary:
lowest unoccupied orbital energy = 0.37 eV
orbital gap = 10.05 eV
structure (SMILES) = CC(C)O.CC(C)O.CC(C)O.CC(C)O.CC(C)O.CO.CO
charge = 0

Geometry (Å):
C1 -36.913 -15.798 -13.690
C2 -37.994 -15.988 -14.847
C3 -37.565 -15.673 -16.219
O1 -38.459 -17.338 -14.786
H1 -36.097 -16.563 -13.826
H2 -37.295 -16.179 -12.709
H3 -36.373 -15.039 -13.713
H4 -38.725 -15.192 -14.475
H5 -37.306 -14.600 -16.379
H6 -38.272 -16.140 -16.974
H7 -36.539 -16.067 -16.516
H8 -38.981 -17.422 -15.446
C4 -40.013 -21.734 -11.293
C5 -41.021 -21.216 -10.321
C6 -40.830 -21.683 -8.872
O2 -40.982 -19.829 -10.270
H9 -38.950 -21.608 -10.954
H10 -40.011 -21.441 -12.365
H11 -40.107 -22.809 -11.717
H12 -42.018 -21.440 -10.561
H13 -40.713 -22.781 -8.875
H14 -41.615 -21.276 -8.149
H15 -39.830 -21.299 -8.205
H16 -41.818 -19.479 -9.986
C7 -41.362 -14.979 -9.225
C8 -41.870 -14.691 -10.585
C9 -41.259 -15.466 -11.635
O3 -43.310 -14.970 -10.503
H17 -40.290 -14.754 -8.816
H18 -41.319 -15.955 -8.965
H19 -41.927 -14.660 -8.388
H20 -41.636 -13.554 -10.606
H21 -41.507 -16.609 -11.686
H22 -40.174 -15.383 -11.367
H23 -41.544 -14.914 -12.615
H24 -43.691 -14.190 -10.027
C10 -34.179 -19.797 -11.681
C11 -34.540 -18.516 -12.448
C12 -33.533 -17.390 -12.121
O4 -34.291 -18.674 -13.784
H25 -32.969 -20.071 -11.852
H26 -34.779 -20.570 -11.810
H27 -34.147 -19.817 -10.568
H28 -35.547 -18.064 -12.179
H29 -33.682 -16.950 -11.219
H30 -33.569 -16.376 -12.756
H31 -32.628 -17.782 -11.994
H32 -35.116 -18.890 -14.147
C13 -36.272 -13.165 -6.134
C14 -36.215 -14.114 -7.359
C15 -37.170 -13.670 -8.419
O5 -34.909 -14.058 -7.857
H33 -35.433 -13.178 -5.706
H34 -37.077 -13.639 -5.408
H35 -36.471 -12.116 -6.399
H36 -36.474 -15.192 -7.037
H37 -37.120 -12.677 -8.743
H38 -37.990 -13.591 -7.830
H39 -37.347 -14.277 -9.356
H40 -34.615 -15.029 -8.127
C16 -38.233 -17.648 -10.482
O6 -38.395 -18.907 -9.971
H41 -37.169 -17.525 -10.996
H42 -38.307 -16.921 -9.680
H43 -39.073 -17.262 -11.232
H44 -39.382 -19.218 -9.939
C17 -37.438 -18.560 -6.775
O7 -36.498 -18.273 -7.903
H45 -38.200 -17.762 -6.863
H46 -37.039 -18.611 -5.747
H47 -38.117 -19.368 -6.951
H48 -37.092 -18.643 -8.607

Mulliken atomic charge list, values in e, 5 entries:
1. C -1.042
2. C 0.740
3. C -1.165
4. O -0.452
5. H 0.038



ii | Molecular formula: C17H48O7
Method: DFT, the ωB97M-V functional and the def2-TZVPD basis

Summary:
lowest unoccupied orbital energy = 0.57 eV
orbital gap = 9.93 eV
structure (SMILES) = CC(C)O.CC(C)O.CC(C)O.CCO.CCO.CCO.CCO
charge = 0

Geometry (Å):
C1 1.872 1.796 3.800
C2 1.811 3.000 2.865
C3 2.389 4.196 3.579
O1 2.266 2.621 1.628
H1 1.425 0.916 3.339
H2 1.244 2.102 4.636
H3 2.879 1.545 4.133
H4 0.756 3.171 2.647
H5 2.539 5.144 3.061
H6 3.442 4.096 3.842
H7 1.882 4.346 4.532
H8 1.993 3.209 0.920
C4 2.780 -4.011 1.549
C5 2.151 -3.945 0.132
C6 2.736 -5.017 -0.847
O2 0.747 -4.200 0.289
H9 2.344 -3.275 2.224
H10 3.861 -3.878 1.575
H11 2.559 -4.959 2.039
H12 2.208 -2.965 -0.341
H13 2.214 -4.874 -1.793
H14 2.518 -6.073 -0.691
H15 3.780 -4.799 -1.070
H16 0.280 -3.468 0.699
C7 -1.044 -2.460 -3.141
C8 0.386 -1.942 -3.381
C9 1.120 -2.960 -4.335
O3 0.315 -0.649 -3.985
H17 -1.212 -3.492 -2.832
H18 -1.532 -2.415 -4.115
H19 -1.578 -1.821 -2.438
H20 0.945 -1.824 -2.453
H21 0.535 -3.140 -5.237
H22 1.318 -3.908 -3.835
H23 2.157 -2.629 -4.397
H24 0.053 -0.748 -4.903
C10 -0.784 5.408 0.400
C11 -1.843 4.318 0.734
O4 -2.272 3.713 -0.441
H25 -0.417 6.018 1.225
H26 -1.201 6.136 -0.295
H27 0.130 4.962 0.007
H28 -2.655 4.840 1.239
H29 -1.428 3.460 1.262
H30 -3.214 3.527 -0.437
C12 -0.597 1.043 0.217
C13 0.455 -0.025 -0.114
O5 1.221 -0.273 0.958
H31 -1.346 0.591 0.867
H32 -1.017 1.291 -0.758
H33 -0.158 1.918 0.695
H34 1.148 0.474 -0.791
H35 0.072 -0.953 -0.538
H36 1.553 0.583 1.238
C14 -1.088 -0.857 3.939
C15 -0.047 -1.919 3.467
O6 -0.079 -2.231 2.116
H37 -0.945 -0.708 5.009
H38 -2.095 -1.258 3.827
H39 -0.893 0.023 3.327
H40 -0.142 -2.875 3.983
H41 0.895 -1.440 3.732
H42 0.326 -1.491 1.658
C16 -3.685 1.821 -3.626
C17 -4.182 0.500 -4.132
O7 -5.020 -0.059 -3.107
H43 -2.909 1.585 -2.897
H44 -4.322 2.514 -3.076
H45 -3.283 2.447 -4.423
H46 -3.550 -0.279 -4.558
H47 -4.897 0.791 -4.902
H48 -5.867 -0.286 -3.499

Mulliken atomic charge list, values in e, 5 entries:
1. C -0.888
2. C 1.220
3. C -1.561
4. O -0.647
5. H -0.222



Relative energies with respect to the most stable structure, expressed in hartree: i 0.2377; ii 0.0000.



i | Molecular formula: C28H37NO5Si2Ti
Method: DFT, the ωB97M-V functional and the def2-TZVPD basis

Summary:
lowest unoccupied orbital energy (alpha / beta) = 2.42 / 2.42 eV
orbital gap (alpha / beta) = 6.46 / 6.57 eV
expectation value of S² = 0.754
multiplicity = 2
charge = -1

Geometry (Å):
Ti1 -0.494 -1.030 -0.240
O1 -2.149 -2.052 3.680
C1 -1.133 -1.959 2.809
O2 -1.218 -1.272 1.812
C2 0.083 -2.735 3.240
O3 1.045 -2.849 2.251
C3 0.708 -3.805 1.239
C4 -0.263 -3.261 0.154
O4 -0.890 -4.142 -0.418
O5 -2.163 -1.299 -1.082
H1 -2.869 -1.501 3.337
H2 -0.246 -3.710 3.621
H3 0.519 -2.174 4.075
H4 0.300 -4.718 1.696
H5 1.650 -4.051 0.744
C5 3.393 2.331 1.831
Si1 2.649 0.857 0.889
C6 3.585 0.794 -0.739
C7 3.250 -0.626 1.871
C8 0.803 0.920 0.712
C9 0.303 1.665 -0.457
C10 0.893 2.778 -1.084
C11 0.257 3.384 -2.146
C12 -0.961 2.888 -2.601
C13 -1.472 1.769 -1.972
N1 -0.861 1.183 -0.943
Si2 -0.096 1.655 2.157
C14 0.415 0.990 3.850
C15 0.220 3.520 2.303
C16 -1.981 1.596 2.082
H6 4.484 2.298 1.747
H7 3.144 2.283 2.895
H8 3.056 3.301 1.458
H9 4.656 0.873 -0.527
H10 3.318 1.604 -1.420
H11 3.406 -0.143 -1.266
H12 4.336 -0.551 1.983
H13 3.018 -1.558 1.362
H14 2.812 -0.683 2.873
H15 1.833 3.163 -0.711
H16 0.704 4.248 -2.624
H17 -1.484 3.339 -3.432
H18 -2.395 1.307 -2.305
H19 1.496 0.854 3.941
H20 -0.066 0.042 4.094
H21 0.107 1.711 4.611
H22 1.227 3.747 2.653
H23 -0.492 3.960 3.009
H24 0.079 4.017 1.338
H25 -2.366 0.596 1.890
H26 -2.355 2.251 1.292
H27 -2.391 1.955 3.031
C17 2.979 -1.506 -3.956
C18 2.094 -0.437 -3.948
C19 1.142 -0.322 -2.939
C20 1.008 -1.256 -1.898
C21 1.901 -2.337 -1.969
C22 2.873 -2.463 -2.957
H28 3.731 -1.596 -4.731
H29 2.151 0.318 -4.726
H30 0.489 0.541 -2.983
H31 1.850 -3.124 -1.226
H32 3.545 -3.316 -2.951
C23 -5.902 -0.533 -2.663
C24 -5.504 0.067 -1.474
C25 -4.252 -0.187 -0.935
C26 -3.357 -1.055 -1.577
C27 -3.766 -1.658 -2.774
C28 -5.018 -1.397 -3.303
H33 -6.879 -0.332 -3.083
H34 -6.174 0.747 -0.961
H35 -3.933 0.292 -0.016
H36 -3.072 -2.330 -3.262
H37 -5.310 -1.876 -4.231

Mulliken atomic charge list, values in e, 5 entries:
1. Ti -0.500
2. O -0.604
3. C 0.312
4. O 0.634
5. C -0.899



ii | Molecular formula: C28H37NO5Si2Ti
Method: DFT, the ωB97M-V functional and the def2-TZVPD basis

Summary:
lowest unoccupied orbital energy (alpha / beta) = 2.18 / 2.18 eV
orbital gap (alpha / beta) = 5.73 / 6.96 eV
expectation value of S² = 0.755
multiplicity = 2
charge = -1

Geometry (Å):
Ti1 0.352 0.434 0.162
O1 0.138 -2.287 3.420
C1 0.135 -1.891 2.149
O2 0.348 -0.746 1.834
C2 -0.155 -3.016 1.188
O3 -0.090 -2.593 -0.132
C3 -1.376 -2.464 -0.755
C4 -2.224 -1.336 -0.184
O4 -3.435 -1.487 -0.095
O5 -1.560 -0.285 0.145
H1 0.304 -1.501 3.964
H2 0.594 -3.788 1.385
H3 -1.131 -3.432 1.461
H4 -1.172 -2.241 -1.801
H5 -1.926 -3.402 -0.672
C5 -1.425 3.727 -2.801
Si1 0.102 3.767 -1.723
C6 1.551 3.211 -2.751
C7 0.356 5.629 -1.480
C8 -0.078 2.800 -0.141
C9 0.989 2.932 0.856
C10 1.942 3.975 1.026
C11 2.846 3.908 2.054
C12 2.867 2.807 2.920
C13 1.974 1.803 2.667
N1 1.077 1.867 1.677
Si2 -1.751 2.979 0.665
C14 -2.042 4.814 0.978
C15 -1.866 2.230 2.373
C16 -3.236 2.388 -0.282
H6 -1.240 4.426 -3.624
H7 -2.322 4.065 -2.280
H8 -1.621 2.740 -3.225
H9 1.436 3.604 -3.769
H10 1.615 2.123 -2.806
H11 2.496 3.592 -2.350
H12 -0.046 6.133 -2.366
H13 1.410 5.905 -1.406
H14 -0.164 6.027 -0.605
H15 1.931 4.827 0.373
H16 3.552 4.720 2.195
H17 3.580 2.721 3.727
H18 1.977 0.882 3.240
H19 -1.208 5.255 1.536
H20 -2.962 4.971 1.554
H21 -2.140 5.365 0.036
H22 -1.181 2.720 3.070
H23 -1.676 1.155 2.390
H24 -2.894 2.395 2.716
H25 -3.252 2.705 -1.324
H26 -4.105 2.834 0.218
H27 -3.336 1.302 -0.248
C17 5.274 -0.563 -0.125
C18 4.760 0.685 -0.467
C19 3.392 0.922 -0.403
C20 2.455 -0.041 0.011
C21 3.022 -1.284 0.342
C22 4.389 -1.554 0.277
H28 6.338 -0.758 -0.179
H29 5.428 1.475 -0.795
H30 3.046 1.908 -0.702
H31 2.379 -2.111 0.637
H32 4.760 -2.541 0.537
C23 -0.159 -0.492 -4.755
C24 0.982 -0.944 -4.103
C25 1.175 -0.666 -2.750
C26 0.249 0.050 -1.972
C27 -0.897 0.469 -2.675
C28 -1.104 0.225 -4.028
H33 -0.310 -0.696 -5.809
H34 1.732 -1.507 -4.650
H35 2.089 -1.023 -2.289
H36 -1.674 1.005 -2.135
H37 -2.006 0.586 -4.513

Mulliken atomic charge list, values in e, 5 entries:
1. Ti -2.202
2. O -0.581
3. C 0.619
4. O 0.297
5. C -1.040



Relative energies with respect to the most stable structure, expressed in hartree: i 0.0255; ii 0.0000.